Computed, not measured: a molecular structure, C33H87FeO12, with wB97M-V/def2-TZVPD.

Geometry as XYZ:
```
133
Properties=species:S:1:pos:R:3:lowdin_charge:R:1
Fe 3.0031 -2.5462 -0.2209 1.1213
C 1.1124 -5.0547 -3.3059 -0.0881
C 1.5748 -4.8719 -1.8574 -0.3905
O 1.9908 -3.5859 -1.5407 -0.3325
H 0.2879 -4.3684 -3.5204 0.0586
H 0.7213 -6.0660 -3.4360 0.0741
H 1.8735 -4.9039 -4.0728 0.0761
H 2.3343 -5.6259 -1.6126 0.1044
H 0.7093 -5.1510 -1.2365 0.0954
C 4.7850 0.3062 2.0973 -0.0830
C 4.7161 -1.2212 2.2214 -0.3758
O 4.2769 -1.8292 1.0573 -0.3316
H 5.5531 0.5699 1.3713 0.0614
H 5.0603 0.6933 3.0820 0.0708
H 3.8290 0.7452 1.8141 0.0555
H 4.0515 -1.5026 3.0510 0.0899
H 5.7052 -1.5975 2.5100 0.1042
C 1.1217 1.0528 0.2358 -0.0589
C 0.6487 -0.3380 -0.1711 -0.3579
O 1.4952 -1.3438 0.2381 -0.2801
H 2.0959 1.2606 -0.2159 0.0660
H 1.2058 1.1353 1.3226 0.0435
H 0.4808 1.8750 -0.0976 0.0481
H 0.5402 -0.2809 -1.2639 0.0849
H -0.3517 -0.5082 0.2450 0.0780
C 0.5487 -5.2976 2.1670 -0.0365
C 1.0997 -3.9095 1.8847 -0.4654
C 1.0515 -3.0112 3.1136 -0.0426
O 2.4000 -3.9474 1.2898 -0.1006
H 0.4530 -5.8724 1.2407 0.0756
H -0.4543 -5.2015 2.5789 0.0782
H 1.2097 -5.8865 2.8080 0.0858
H 0.4401 -3.4319 1.1590 0.1217
H 0.0201 -2.8458 3.4079 0.0805
H 1.5498 -2.0859 2.8020 0.0477
H 1.7199 -3.2774 3.9395 0.0925
H 2.9585 -4.4438 1.9036 0.1284
C -0.6540 2.4256 -3.2159 -0.0491
C -1.5128 3.6784 -3.4480 -0.4471
C -2.7944 3.6164 -2.6418 -0.0369
O -0.7678 4.8314 -3.0320 -0.0674
H -0.9974 1.5689 -3.7914 0.0615
H -0.5685 2.1550 -2.1606 0.0698
H 0.3525 2.6921 -3.5536 0.0755
H -1.6433 3.7551 -4.5335 0.1388
H -3.4679 4.4376 -2.8816 0.0903
H -2.4937 3.5963 -1.5917 0.0749
H -3.3664 2.7010 -2.8030 0.0743
H 0.0532 4.8470 -3.5324 0.0996
C 5.7958 -0.3451 -1.5844 -0.0340
C 4.3106 -0.0458 -1.8205 -0.4462
C 4.0963 0.7254 -3.1010 -0.0426
O 3.5517 -1.2546 -1.8301 -0.1134
H 6.4091 0.4979 -1.8944 0.0811
H 6.0827 -1.2292 -2.1607 0.0893
H 5.9663 -0.6274 -0.5460 0.0546
H 3.9472 0.5756 -0.9959 0.1186
H 4.3952 0.1482 -3.9792 0.0959
H 4.6662 1.6559 -3.0820 0.0878
H 3.0592 1.0519 -3.2198 0.0709
H 3.1001 -1.3725 -2.6855 0.0738
C 1.9892 0.5846 4.3321 -0.0190
C 0.7390 1.3514 3.8522 -0.4415
C -0.4533 0.4398 3.6711 -0.0863
O 0.4828 2.3904 4.7954 -0.0526
H 2.0592 0.5230 5.4161 0.0875
H 2.8926 1.0005 3.8805 0.0577
H 2.0399 -0.4373 3.9413 0.0507
H 1.0123 1.8970 2.9474 0.1123
H -0.1183 -0.3496 2.9960 0.0793
H -1.3142 0.9955 3.2997 -0.0103
H -0.7379 -0.0340 4.6154 0.1159
H 0.1998 2.0282 5.6403 0.1028
C 0.8476 4.6857 -0.0094 -0.0528
C -0.5982 4.9100 0.4343 -0.5081
C -0.7108 5.4751 1.8328 -0.0554
O -1.2926 5.7911 -0.4244 -0.0474
H 1.3527 5.6502 -0.1103 0.0874
H 0.9077 4.1409 -0.9502 0.0559
H 1.3871 4.1443 0.7720 0.0736
H -1.0275 3.8993 0.4899 0.1000
H -1.7628 5.5735 2.1121 0.0741
H -0.3352 6.4930 1.9656 0.0846
H -0.2060 4.8281 2.5537 0.0765
H -1.2169 5.4550 -1.3352 0.0394
C -3.0051 -0.3939 -1.5433 -0.0477
C -4.4618 -0.4600 -1.1228 -0.4848
C -4.7870 0.6939 -0.1690 -0.0395
O -5.2161 -0.3562 -2.3252 -0.0344
H -2.3835 -0.4717 -0.6455 0.0543
H -2.7527 0.5316 -2.0640 0.0688
H -2.7221 -1.2247 -2.1905 0.0772
H -4.5707 -1.4191 -0.6017 0.1113
H -5.8460 0.6571 0.0895 0.0906
H -4.5857 1.6358 -0.6822 0.0826
H -4.1440 0.6368 0.7085 0.0308
H -6.1251 -0.6300 -2.1577 0.0931
C -3.0316 -3.5524 0.2930 -0.0352
C -3.1389 -2.9461 1.6790 -0.4550
C -2.7951 -1.4471 1.6354 -0.0623
O -4.4715 -3.1025 2.1578 -0.0312
H -3.4236 -4.5716 0.3141 0.0873
H -1.9803 -3.6312 0.0081 0.0793
H -3.5708 -2.9677 -0.4509 0.0582
H -2.4011 -3.4515 2.3133 0.1206
H -3.2788 -0.8662 0.8490 0.0212
H -1.7193 -1.2860 1.5234 0.0647
H -3.0569 -0.9847 2.5932 0.0858
H -4.5689 -2.4536 2.8623 0.0819
C -0.4300 -1.1814 -3.8904 -0.0647
C 0.7282 -1.3913 -4.8357 -0.4512
C 1.1680 -0.1338 -5.5535 -0.0443
O 1.8241 -1.8778 -4.0278 -0.0848
H -1.2631 -0.6851 -4.3980 0.0871
H -0.1865 -0.5624 -3.0259 0.0538
H -0.8017 -2.1246 -3.4833 0.0787
H 0.5166 -2.1809 -5.5658 0.1391
H 1.2843 0.6417 -4.7903 0.0563
H 0.4602 0.1486 -6.3283 0.0855
H 2.1739 -0.2281 -5.9664 0.0824
H 1.4011 -2.5349 -3.4519 0.0392
C -1.9446 1.7615 2.0434 -0.1089
C -2.7413 2.4548 3.1428 -0.4250
C -4.2143 2.0713 3.0991 -0.0377
O -2.2253 2.1301 4.4315 -0.0713
H -2.1955 0.6994 1.9669 0.0439
H -0.8661 1.8400 2.1799 0.0644
H -2.2886 2.1827 1.0937 0.0931
H -2.6970 3.5386 2.9855 0.1288
H -4.7067 2.4907 2.2191 0.0797
H -4.7522 2.4384 3.9732 0.0840
H -4.3755 0.9916 3.0495 0.0701
H -1.3053 2.4187 4.4367 0.0406
```

Properties
Gap between HOMO and LUMO (alpha / beta) (eV): 9.30 / 7.87
<S²>: 8.763
HOMO energy (alpha / beta) (eV): -8.931 / -8.416
Multiplicity: 6
Lowest unoccupied orbital energy (alpha / beta) (eV): 0.37 / -0.55



Computed, not measured: a molecular structure, C4H8F3O5SSc, with wB97M-V/def2-TZVPD.

Geometry as XYZ:
```
22
Properties=species:S:1:pos:R:3:lowdin_charge:R:1
O 0.4724 -1.3526 -0.0929 -0.4099
O 2.5098 0.0415 -1.8544 -0.1560
C 2.1059 1.3145 -2.0907 -0.2853
O 0.6572 1.2149 -2.2477 -0.2987
C -0.1113 2.3918 -2.3705 -0.0073
Sc 0.7116 -0.8580 -2.0852 1.6241
H 2.4934 1.7831 -3.0152 0.1641
H 2.2890 1.9720 -1.2193 0.1666
H -0.8950 2.1784 -3.1038 0.1167
H -0.5912 2.6275 -1.4100 0.1196
H 0.5267 3.2279 -2.6915 0.1296
S -0.4031 -0.9827 1.2293 0.9312
O 0.1030 0.1900 1.9041 -0.1728
O -0.6108 -2.2513 2.1226 -0.2318
C -2.1528 -0.6032 0.6679 -0.6628
F -2.5845 0.4510 1.3191 0.2286
F -2.0970 -0.3283 -0.6261 0.1500
F -2.9286 -1.6341 0.8919 0.2260
C 0.0111 -2.3173 3.4376 0.0124
H -0.6954 -1.9084 4.1659 0.1232
H 0.9617 -1.7782 3.4931 0.1104
H 0.2280 -3.3788 3.5759 0.1223
```

Properties
Gap between HOMO and LUMO (eV): 8.89
Net charge: +2
HOMO energy (eV): -18.338
Lowest unoccupied orbital energy (eV): -9.45



Computed, not measured: 19 unconnected molecules or ions with the total composition H38O19, with wB97M-V/def2-TZVPD.

Geometry as XYZ:
```
57
Properties=species:S:1:pos:R:3:lowdin_charge:R:1
O -1.1299 -3.0163 0.9399 -0.0276
H -0.5989 -3.0473 0.1575 0.0251
H -1.2408 -3.8024 1.4607 0.0879
O 0.1290 -4.0728 -1.5168 -0.0604
H 0.9314 -4.5927 -1.4889 0.0399
H -0.1446 -4.6079 -2.3067 0.0844
O 3.3129 -0.1399 1.8294 -0.0838
H 2.8421 0.7406 1.9439 0.0317
H 3.3945 -0.2853 2.7890 0.0436
O 0.1220 -0.7309 -4.0219 -0.0865
H -0.3959 -0.2632 -4.6798 0.0198
H -0.5148 -0.7044 -3.2576 0.0118
O -2.0695 -1.4342 2.8990 -0.0857
H -1.4716 -1.7992 2.2188 -0.0171
H -2.9365 -1.6813 2.4275 0.0748
O -2.1755 1.8923 0.2857 -0.0621
H -2.7147 2.6193 -0.0228 0.0411
H -1.2960 2.2002 0.6064 0.0260
O 1.7486 3.2485 -2.3181 -0.0595
H 1.7778 3.7229 -3.1545 0.0503
H 1.8932 2.4015 -2.7497 0.0324
O -1.8466 -2.4069 -2.5627 -0.0732
H -1.5495 -2.0938 -1.6896 0.0199
H -2.6390 -1.8325 -2.6333 0.0349
O -0.2346 0.1856 0.9170 -0.0433
H 0.4162 -0.4593 1.1782 0.0358
H -1.0391 -0.3160 0.7700 0.0238
O -2.2616 0.2916 -2.9262 -0.0568
H -2.8505 0.3931 -3.7014 0.0827
H -2.3048 1.0448 -2.3288 0.0306
O 3.1099 -0.8007 -2.4574 -0.0782
H 3.2071 -1.2535 -3.3049 0.0599
H 2.1165 -0.8717 -2.3935 0.0534
O 1.3563 0.9924 4.0165 -0.0372
H 0.7891 1.7037 4.2804 -0.0203
H 0.8833 0.3972 3.4639 -0.0008
O 1.8577 0.8987 -1.0428 -0.0718
H 2.6786 0.4087 -1.2217 0.0169
H 1.9052 0.7030 -0.0935 0.0072
O -1.3759 1.5365 3.5206 -0.0834
H -1.6494 0.5704 3.3990 0.0606
H -1.8926 1.8799 2.7825 0.0334
O 0.2657 3.5942 4.1205 -0.0733
H -0.5585 3.0941 4.1706 0.0080
H 0.6895 3.4404 3.2675 -0.0144
O -1.1272 3.0888 -2.0450 -0.0935
H -0.2606 3.0321 -1.5620 0.0295
H -0.7380 2.9391 -2.9327 0.0452
O 3.1607 -2.9142 0.3674 -0.0511
H 3.0906 -2.5434 -0.5082 0.0015
H 3.9751 -3.3745 0.5676 0.0349
O 0.9301 2.6636 1.5573 -0.0775
H 0.8607 3.0670 0.6996 0.0331
H 1.8648 2.9234 1.9338 0.1310
O -3.7237 -2.2082 0.3181 -0.0479
H -3.7019 -1.9017 -0.5887 0.0203
H -2.8664 -2.5194 0.6211 -0.0259
```

Properties
Gap between HOMO and LUMO (eV): 10.22
Relative energy (zero: lowest compared OMol25 entry of this formula, charge and spin) (eV): 4.295
HOMO energy (eV): -10.401
Lowest unoccupied orbital energy (eV): -0.18



Computed, not measured: a molecular structure, C28H21AsClNO6SZn, with wB97M-V/def2-TZVPD.

Geometry as XYZ:
```
60
Properties=species:S:1:pos:R:3:lowdin_charge:R:1
Zn 0.5065 0.9171 0.9075 0.6896
O -0.4850 2.7264 4.7594 -0.2920
As 0.7694 2.4506 3.5053 0.8870
O 1.7638 3.7381 3.6996 -0.4919
O -0.1978 2.2803 2.1206 -0.5084
C 1.3539 0.7031 4.1658 -0.2102
C 0.7734 0.2355 5.3443 -0.0890
C 1.0986 -1.0184 5.8391 -0.0944
C 2.0012 -1.8281 5.1644 -0.0916
C 2.5978 -1.3746 4.0023 -0.0686
C 2.2829 -0.1147 3.5073 -0.2694
S 3.2366 0.4344 2.1003 0.4461
O 3.3062 -0.6675 1.1728 -0.3138
O 4.5024 0.8829 2.6243 -0.3089
O 2.3962 1.5631 1.5860 -0.4297
H -0.5325 3.6894 4.7801 0.0208
H 0.0583 0.8627 5.8555 0.0876
H 0.6349 -1.3693 6.7536 0.0926
H 2.2354 -2.8160 5.5433 0.0952
H 3.3017 -1.9855 3.4523 0.1155
C 0.2019 -3.4291 0.7368 -0.1022
C 0.4716 -3.6065 -0.6154 -0.1053
C 0.6094 -2.4960 -1.4301 -0.0426
C 0.4982 -1.2166 -0.8883 -0.2033
C 0.2805 -1.0122 0.4853 -0.1405
C 0.1222 -2.1491 1.2742 -0.1198
C 0.5320 -0.0127 -1.7634 -0.1814
C 0.5741 -0.0982 -3.1904 0.0008
C 0.4958 1.0229 -3.9428 -0.0179
C 0.3274 2.2879 -3.3207 -0.1629
C 0.1197 3.4931 -4.0281 -0.0543
C -0.0510 4.6706 -3.3565 -0.1053
C 0.0025 4.6940 -1.9430 -0.0834
C 0.1989 3.5434 -1.2343 0.0064
C 0.3396 2.3116 -1.9177 -0.1870
N 0.4672 1.1691 -1.1848 0.1151
H 0.0560 -4.2955 1.3746 0.0874
H 0.5519 -4.6009 -1.0370 0.0898
H 0.7983 -2.6503 -2.4850 0.0956
H -0.0657 -2.0415 2.3386 0.0864
H 0.6471 -1.0644 -3.6639 0.1022
H 0.5202 0.9611 -5.0256 0.1125
H 0.0803 3.4627 -5.1116 0.1032
H -0.2327 5.5870 -3.9048 0.0891
H -0.1200 5.6317 -1.4159 0.0979
H 0.2336 3.5410 -0.1495 0.1032
Cl -2.8653 -4.0588 -4.9669 0.4872
C -2.8237 -2.8807 -3.6421 -0.7225
C -2.6483 -1.5270 -3.9070 -0.1818
C -2.6328 -0.6041 -2.8830 -0.1007
C -2.8167 -0.9662 -1.4948 -0.3785
C -2.8182 -0.0551 -0.4694 -0.0761
C -2.9705 -2.3926 -1.2874 -0.0895
C -2.9773 -3.2992 -2.3163 -0.1757
H -2.5161 -1.1988 -4.9338 0.0842
H -2.4782 0.4442 -3.1205 0.0905
H -2.9083 -0.3692 0.5628 0.0199
H -2.6686 1.0035 -0.6547 0.0154
H -3.0557 -2.7507 -0.2667 0.0927
H -3.0829 -4.3583 -2.1047 0.0845
```

Properties
Gap between HOMO and LUMO (eV): 4.35
Relative energy (zero: lowest compared OMol25 entry of this formula, charge and spin) (eV): 0.419
Net charge: -2
HOMO energy (eV): 0.059
Lowest unoccupied orbital energy (eV): 4.41



| no. | largest force on an atom (eV/A) |
| --- | --- |
| 1 | 3.449 |
| 2 | 4.087 |
| 3 | 3.322 |
| 4 | 0.573 |